C6H5F3S in the gas phase at a distorted geometry, computed with wB97M-V/def2-TZVPD.

Last column: Mulliken charge in e.
Atoms and positions in Å:
1 F -1.79942 1.15073 1.72168  -0.28
2 C -1.40923 0.73072 0.45091  0.54
3 C -0.25673 0.91207 -0.08107  -0.06
4 C 0.96529 1.22632 -0.35710  -0.37
5 C 2.15992 0.50797 0.00884  -0.10
6 C 2.36027 -0.72855 0.52125  -0.47
7 S 1.20627 -2.17351 0.60024  -0.17
8 C -2.48687 -0.16542 -0.23974  0.28
9 F -2.16825 -1.49694 -0.46849  -0.25
10 F -2.79466 0.23968 -1.48814  -0.24
11 H 1.14712 2.02994 -1.14518  0.28
12 H 3.00158 1.18738 -0.23287  0.26
13 H 3.32228 -1.24840 0.46304  0.30
14 H 0.17165 -1.89862 -0.17543  0.08
15 H -3.41921 -0.27338 0.42205  0.20

HOMO-LUMO gap ... 8.5 eV
Highest occupied orbital energy ... -8.95 eV
E_LUMO ... -0.412 eV

***

A molecular structure, C6H5N at a distorted geometry, computed with wB97M-V/def2-TZVPD.

Last column: Mulliken charge in e.
Atoms and positions in Å:
1 C 4.53735 -0.30687 0.12150  0.54
2 C 3.81461 0.88131 0.22862  -0.53
3 C 2.69192 0.53124 -0.12643  0.25
4 C 1.32221 0.61639 -0.38130  -0.37
5 C 0.44346 -0.14099 0.27706  0.09
6 C -1.02713 0.13827 0.08310  -1.01
7 N 4.40916 -1.41682 -0.12364  -0.46
8 H 0.83405 1.27390 -1.20293  0.19
9 H 0.89094 -0.72965 1.03236  0.41
10 H -1.27146 0.68221 -0.81630  0.35
11 H -1.32578 0.60767 1.02335  0.27
12 H -1.67353 -0.91931 0.04196  0.28

HOMO-LUMO gap ... 8.9 eV
Highest occupied orbital energy ... -9.55 eV
E_LUMO ... -0.658 eV

***

C6H5N in the gas phase at a distorted geometry, computed with wB97M-V/def2-TZVPD.

Last column: Löwdin spin population.
Atoms and positions in Å:
1 C 2.84729 0.24414 -0.10531  0.11
2 C -0.96815 0.54532 0.39001  0.06
3 C -2.22113 0.81041 -0.15280  0.37
4 C 0.79829 -1.38454 0.28934  0.43
5 C 0.04574 -0.26176 -0.27777  0.26
6 C 1.71006 -0.51170 -0.08078  0.39
7 N 3.77889 0.92101 -0.13426  0.28
8 H -0.85604 0.87646 1.34670  0.00
9 H -3.16691 0.98017 0.39890  0.02
10 H -2.29806 0.39748 -1.18228  0.02
11 H 0.67658 -2.27799 0.78851  0.05
12 H -0.34658 -0.33900 -1.28027  0.01

HOMO-LUMO gap (alpha / beta) ... 5.8 / 5.8 eV
Highest occupied orbital energy (alpha / beta) ... -5.77 / -9.42 eV
2S+1 ... 3
E_LUMO (alpha / beta) ... 0.026 / -3.638 eV

***

3 unconnected molecules or ions with the total composition C6H5N2 at a distorted geometry, computed with wB97M-V/def2-TZVPD.

Last column: Mulliken charge in e.
Atoms and positions in Å:
1 C -2.55402 -0.92669 0.29688  0.05
2 C 0.96152 0.62685 0.81492  -0.22
3 C 0.81800 -0.68374 0.25359  -0.08
4 C 0.77079 1.78758 -0.09802  -0.26
5 C -0.22935 0.21893 -1.38399  0.62
6 C 0.39095 -0.90219 -1.12280  -0.55
7 N -3.02853 0.12358 0.32522  -0.30
8 N 0.06285 1.37554 -1.13712  -0.05
9 H 1.33175 0.68582 1.82089  0.44
10 H 1.63794 -1.16827 0.89733  0.30
11 H 1.40560 2.75406 -0.16056  0.35
12 H 0.10238 -1.91200 -1.30234  0.39
13 H -1.66987 -1.97947 0.79601  0.30

HOMO-LUMO gap ... 8.8 eV
Charge ... +1
Highest occupied orbital energy ... -15.80 eV
E_LUMO ... -7.027 eV

***

2 unconnected molecules or ions with the total composition C6H5N2O2S at a distorted geometry, computed with wB97M-V/def2-TZVPD.

Last column: Mulliken charge in e.
Atoms and positions in Å:
1 C 0.40929 2.03412 0.28002  -0.17
2 C 2.42746 0.45010 0.45323  0.44
3 C 1.46724 1.19278 0.37505  -0.35
4 C -1.90416 -0.15939 0.76064  0.72
5 C -0.57736 -0.50449 -0.04865  0.20
6 C -0.45281 -0.29515 -1.51019  -1.19
7 N -0.38225 2.86798 0.17885  -0.55
8 N 0.17305 -1.30243 0.63837  -0.06
9 O -1.81645 -0.52879 1.94136  -0.78
10 O -2.81111 0.34401 0.11612  -0.68
11 S 1.63243 -1.99546 0.28140  -0.45
12 H 3.38306 0.02805 0.55679  0.51
13 H 0.56735 -0.47545 -1.84992  0.36
14 H -0.77895 0.70810 -1.77247  0.35
15 H -1.12482 -0.99825 -2.00943  0.33
16 H -0.21199 -1.36573 1.60883  0.31

HOMO-LUMO gap ... 7.7 eV
Charge ... -1
Highest occupied orbital energy ... -4.58 eV
E_LUMO ... 3.141 eV

***

A gas-phase ion, C6H5N2O3S3 (charge -1) at a distorted geometry, computed with wB97M-V/def2-TZVPD.

Last column: Mulliken charge in e.
Atoms and positions in Å:
1 C 1.65014 0.81251 1.02794  -0.41
2 C 1.94557 -0.78906 -0.72989  -0.37
3 C 2.97257 1.14947 0.84855  -0.47
4 C 3.25277 -0.36773 -0.80377  -0.39
5 C 1.09698 -0.19536 0.22455  0.96
6 C -4.24943 0.87267 -0.77316  0.42
7 N 3.78237 0.57841 -0.03681  -0.68
8 N -0.16593 -0.63397 0.37064  -0.20
9 O -3.38460 0.97213 -1.58358  -0.48
10 O -2.26886 -1.95686 -0.46985  -0.61
11 O -4.07388 -0.34782 0.22097  -0.25
12 S -5.62119 1.63261 -0.34954  -0.47
13 S -1.34151 -0.01196 1.44073  -0.20
14 S -2.96590 -1.33276 0.64880  0.52
15 H 1.03208 1.30978 1.75848  0.28
16 H 1.56748 -1.55749 -1.38695  0.36
17 H 3.42966 1.93079 1.44746  0.34
18 H 3.92923 -0.81458 -1.52363  0.33
19 H -0.58755 -1.25077 -0.33095  0.31

HOMO-LUMO gap ... 7.9 eV
Charge ... -1
Highest occupied orbital energy ... -4.83 eV
E_LUMO ... 3.024 eV

***

Energy (computed, eV): -25287.12942, -7787.34737, -7784.66949, -9268.31805, -24212.42385, -47932.75750
Relative energy (zero: lowest compared OMol25 entry of this formula, charge and spin) (computed, kJ/mol): 221.3, 429.1, 222.5, 590.4, 110.3, 40.1